No. 1
Here is the molecule C6H9O2 at a distorted geometry from the Open Molecules 2025 dataset. Energies are from wB97M-V/def2-TZVPD.

Output
* multiplicity: 2
* maximum force: 1.6 eV/A
* M: 113.14 g mol⁻¹
* expectation value of S²: 0.7543
* total charge: 0
* ΔE to the lowest compared entry with this formula, charge and spin: 0.0 kJ/mol
* LUMO level (alpha / beta): 0.8 / -3.0 eV

XYZ file:
```
17
C6H9O2 (wB97M-V/def2-TZVPD)
O -0.631 3.155 -0.965
C 0.147 2.786 -0.116
O 1.157 3.506 0.266
C 0.052 1.451 0.549
C 0.379 0.311 -0.420
C -0.130 -1.034 0.064
C -0.357 -1.361 1.332
C -0.200 -2.078 -1.034
H -0.915 1.346 1.045
H 0.699 1.324 1.421
H 1.459 0.226 -0.529
H -0.121 0.506 -1.373
H -0.337 -0.638 2.133
H -0.585 -2.402 1.531
H -0.970 -2.807 -0.779
H 0.740 -2.622 -1.097
H -0.386 -1.670 -2.027
```

No. 2
Here is a structure of composition C6H9O2 at a distorted geometry from the Open Molecules 2025 dataset. Energies are from wB97M-V/def2-TZVPD.

Output
* multiplicity: 1
* maximum force: 4.9 eV/A
* M: 113.14 g mol⁻¹
* total charge: +1
* ΔE to the lowest compared entry with this formula, charge and spin: 202.4 kJ/mol
* LUMO level: -5.3 eV

XYZ file:
```
17
C6H9O2 (wB97M-V/def2-TZVPD)
C -3.421 -0.255 -0.470
C 1.820 0.702 0.387
C 1.617 -0.827 0.105
C 0.459 1.354 -0.084
C 0.103 -1.037 0.229
C -0.512 0.294 0.000
O -1.815 0.461 0.100
O -4.469 -0.017 -0.164
H -2.989 -1.083 -1.116
H 2.031 1.113 1.423
H 2.610 0.888 -0.396
H 1.989 -0.870 -0.955
H 2.150 -1.565 0.592
H 0.110 2.285 0.503
H 0.466 1.759 -1.119
H -0.249 -2.014 -0.379
H 0.099 -1.187 1.342
```

No. 3
Here is the molecule C6H9O4P at a distorted geometry from the Open Molecules 2025 dataset. Energies are from wB97M-V/def2-TZVPD.

Output
* multiplicity: 1
* maximum force: 3.9 eV/A
* M: 176.11 g mol⁻¹
* total charge: 0
* ΔE to the lowest compared entry with this formula, charge and spin: 533.3 kJ/mol
* LUMO level: 0.0 eV

XYZ file:
```
20
C6H9O4P (wB97M-V/def2-TZVPD)
C 2.345 1.695 0.475
C 1.154 0.754 0.345
C 1.376 -0.665 0.736
O 0.149 -1.353 0.679
C -0.660 -0.973 -0.385
C -2.034 -1.676 -0.595
O -3.044 -0.722 -0.546
P -2.775 0.461 0.595
O -3.908 1.338 0.423
C -0.319 -0.051 -1.273
O 0.681 0.789 -1.010
H 3.233 1.222 1.040
H 1.920 2.623 0.777
H 2.889 1.671 -0.529
H 0.369 1.201 0.887
H 2.154 -1.070 0.013
H 1.763 -0.725 1.861
H -2.087 -2.144 -1.660
H -2.127 -2.432 0.156
H -1.080 0.056 -1.990
```

No. 4
Here is the molecule C6H9P at a distorted geometry from the Open Molecules 2025 dataset. Energies are from wB97M-V/def2-TZVPD.

Output
* multiplicity: 1
* maximum force: 3.6 eV/A
* M: 112.11 g mol⁻¹
* total charge: 0
* ΔE to the lowest compared entry with this formula, charge and spin: 527.7 kJ/mol
* LUMO level (alpha / beta): -0.8 / 0.2 eV

XYZ file:
```
16
C6H9P (wB97M-V/def2-TZVPD)
C -1.430 0.294 0.275
C 0.651 1.215 -1.414
C 0.339 -1.285 1.490
C -0.141 0.075 0.976
C 0.308 -0.175 -1.745
C -0.116 0.340 -0.487
P 2.116 -1.336 1.650
H -2.017 -0.482 -0.149
H -1.920 1.250 0.331
H 1.718 1.241 -1.118
H 0.176 1.936 -2.058
H -0.043 -1.424 2.555
H -0.193 -2.221 1.003
H 0.052 0.851 1.663
H -0.267 -0.583 -2.489
H 2.430 -0.411 2.709
```

No. 5
Here is the molecule C6H9P at a distorted geometry from the Open Molecules 2025 dataset. Energies are from wB97M-V/def2-TZVPD.

Output
* multiplicity: 1
* maximum force: 5.5 eV/A
* M: 112.11 g mol⁻¹
* total charge: 0
* ΔE to the lowest compared entry with this formula, charge and spin: 80.4 kJ/mol
* LUMO level: 1.1 eV

XYZ file:
```
16
C6H9P (wB97M-V/def2-TZVPD)
C 1.437 -0.491 0.346
C 0.641 -1.440 0.682
P -1.016 -1.397 -0.023
C -1.362 0.295 0.703
C -0.200 1.218 0.406
C 0.700 0.433 -0.604
C -0.239 -0.445 -1.446
H 2.425 -0.589 0.339
H 1.013 -2.204 1.434
H -1.552 0.053 1.708
H -2.218 0.831 0.357
H -0.630 2.158 0.064
H 0.468 1.387 1.279
H 1.419 1.035 -1.157
H -1.152 0.100 -1.803
H 0.265 -0.944 -2.286
```

No. 6
Here is a structure of composition C6HEuO6 at a distorted geometry from the Open Molecules 2025 dataset. Energies are from wB97M-V/def2-TZVPD.

Output
* multiplicity: 7
* maximum force: 8.8 eV/A
* M: 321.03 g mol⁻¹
* expectation value of S²: 12.2658
* total charge: +2
* LUMO level (alpha / beta): -10.8 / -10.0 eV

XYZ file:
```
14
C6HEuO6 (wB97M-V/def2-TZVPD)
O -1.965 -3.862 0.289
C -1.563 -2.786 0.262
Eu -0.126 -0.011 0.368
O 1.436 -2.996 -0.442
C 0.997 -1.953 -0.195
C 2.087 1.499 -0.452
O 3.046 2.084 -0.710
C -1.147 2.322 0.138
O -1.699 3.340 -0.023
C -0.452 0.281 -2.219
O -0.657 0.426 -3.344
H -2.053 0.041 -0.127
O 1.236 0.913 3.758
C 0.859 0.703 2.697
```

No. 7
Here is the molecule C6N4S at a distorted geometry from the Open Molecules 2025 dataset. Energies are from wB97M-V/def2-TZVPD.

Output
* multiplicity: 1
* maximum force: 2.0 eV/A
* M: 160.16 g mol⁻¹
* total charge: 0
* ΔE to the lowest compared entry with this formula, charge and spin: 0.0 kJ/mol
* LUMO level: -2.1 eV

XYZ file:
```
11
C6N4S (wB97M-V/def2-TZVPD)
N -1.376 -2.526 0.123
C -0.844 -1.575 0.453
C 0.063 -0.474 0.640
C -0.057 0.029 1.988
N -0.229 0.545 3.012
S 1.821 -0.724 -0.135
C 0.384 0.332 -0.569
C -0.244 0.042 -1.859
N -0.522 -0.250 -2.946
C 0.455 1.732 -0.377
N 0.549 2.869 -0.329
```

No. 8
Here is a structure of composition C70H148F4N10O16S4 at a distorted geometry from the Open Molecules 2025 dataset. Energies are from wB97M-V/def2-TZVPD.

Output
* multiplicity: 1
* maximum force: 15.0 eV/A
* M: 1590.27 g mol⁻¹
* total charge: +6
* LUMO level: -13.1 eV

XYZ file:
```
252
C70H148F4N10O16S4 (wB97M-V/def2-TZVPD)
C -3.095 -0.950 3.117
C -3.871 0.304 3.126
C -5.203 0.130 2.579
C -6.155 -0.611 3.557
C -6.280 0.322 4.790
C -5.056 0.422 5.651
N -3.967 0.798 4.735
O -3.042 1.275 4.984
C -4.790 -0.930 6.395
C -5.302 1.638 6.585
C -3.030 1.428 2.492
H -2.143 -0.967 3.662
H -2.766 -1.137 2.082
H -3.801 -1.697 3.502
H -5.175 -0.433 1.663
H -5.600 1.125 2.486
H -5.755 -1.555 3.897
H -7.125 -0.717 3.111
H -7.220 0.094 5.250
H -6.400 1.344 4.386
H -5.562 -0.876 7.159
H -3.806 -0.907 6.841
H -4.968 -1.806 5.785
H -4.686 1.624 7.497
H -6.345 1.554 6.904
H -5.270 2.567 6.023
H -3.460 2.416 2.535
H -3.036 1.183 1.394
H -1.960 1.331 2.724
C 4.543 4.797 -4.789
C 3.479 5.639 -3.959
C 2.487 4.654 -3.285
C 1.741 5.156 -2.070
C 2.734 5.530 -1.018
C 3.738 6.548 -1.385
N 4.250 6.189 -2.767
O 5.428 6.473 -2.951
C 4.931 6.584 -0.433
C 3.152 7.897 -1.531
C 2.844 6.809 -4.671
H 5.346 5.495 -5.037
H 4.084 4.559 -5.747
H 4.856 3.867 -4.310
H 3.066 3.762 -2.990
H 1.821 4.287 -4.066
H 1.031 4.431 -1.645
H 1.153 6.013 -2.366
H 3.275 4.606 -0.766
H 2.268 5.780 -0.089
H 5.604 5.735 -0.402
H 4.457 6.631 0.574
H 5.594 7.465 -0.559
H 3.070 8.392 -0.551
H 2.141 7.958 -1.960
H 3.823 8.590 -2.047
H 3.557 7.430 -5.200
H 2.198 7.373 -3.994
H 2.162 6.397 -5.465
C 2.958 -4.855 1.306
C 4.429 -4.680 1.659
C 5.058 -3.354 1.112
C 4.752 -2.087 1.781
C 5.273 -2.333 3.174
C 4.622 -3.377 3.987
N 4.675 -4.816 3.194
O 4.706 -5.761 3.730
C 3.219 -2.973 4.397
C 5.507 -3.704 5.210
C 5.237 -5.882 1.159
H 2.951 -5.106 0.239
H 2.280 -3.980 1.482
H 2.440 -5.703 1.783
H 4.740 -3.266 0.059
H 6.128 -3.477 1.101
H 3.713 -1.784 1.776
H 5.333 -1.267 1.312
H 5.318 -1.362 3.674
H 6.316 -2.610 3.011
H 2.765 -3.800 4.963
H 2.584 -2.716 3.521
H 3.311 -2.110 5.099
H 5.090 -4.445 5.898
H 5.511 -2.736 5.777
H 6.589 -3.876 5.045
H 5.296 -5.861 0.078
H 4.659 -6.780 1.338
H 6.232 -5.826 1.526
C 4.935 2.638 2.419
C 3.920 3.082 3.491
C 3.017 4.148 2.905
C 1.657 4.341 3.612
C 0.839 3.057 3.679
C 1.593 1.907 4.411
N 3.001 1.827 3.735
O 3.423 0.877 3.517
C 0.985 0.545 4.118
C 1.609 2.176 5.906
C 4.437 3.441 4.848
H 5.709 1.943 2.768
H 5.547 3.512 2.194
H 4.535 2.225 1.461
H 2.657 3.778 1.959
H 3.618 5.051 2.860
H 1.095 5.035 2.972
H 1.811 4.823 4.576
H 0.756 2.660 2.666
H -0.068 3.212 4.259
H 1.017 0.161 3.101
H -0.048 0.779 4.424
H 1.339 -0.232 4.796
H 2.303 1.575 6.560
H 0.596 2.166 6.286
H 1.859 3.248 6.023
H 3.648 3.771 5.511
H 5.076 4.326 4.714
H 4.948 2.611 5.286
C -3.723 -6.996 -0.682
C -2.442 -7.333 0.037
C -1.307 -6.472 -0.346
C -1.336 -4.976 0.119
C -1.269 -5.017 1.653
C -2.399 -5.754 2.308
N -2.742 -7.103 1.598
O -3.253 -7.869 2.139
C -3.792 -5.028 2.203
C -2.071 -6.207 3.704
C -2.038 -8.819 0.014
H -4.602 -7.580 -0.392
H -3.549 -7.324 -1.683
H -3.952 -5.922 -0.717
H -1.167 -6.416 -1.426
H -0.472 -6.917 0.203
H -2.263 -4.458 -0.145
H -0.460 -4.470 -0.223
H -1.232 -4.002 2.032
H -0.351 -5.583 1.864
H -3.888 -4.726 1.173
H -3.823 -4.197 2.874
H -4.654 -5.599 2.544
H -2.827 -6.650 4.363
H -1.775 -5.263 4.203
H -1.212 -6.836 3.872
H -2.907 -9.436 0.329
H -1.143 -9.027 0.605
H -1.812 -9.028 -1.047
C -7.965 -5.487 -4.603
C -6.980 -4.435 -5.204
C -7.531 -3.033 -4.818
C -6.533 -1.857 -4.996
C -5.344 -2.219 -4.137
C -4.576 -3.411 -4.517
N -5.652 -4.522 -4.629
O -5.331 -5.712 -4.126
C -3.668 -3.896 -3.379
C -3.876 -3.356 -5.797
C -6.873 -4.472 -6.698
H -8.018 -5.601 -3.520
H -7.813 -6.486 -5.052
H -8.957 -5.211 -5.028
H -7.769 -2.878 -3.788
H -8.419 -3.005 -5.474
H -6.972 -1.034 -4.443
H -6.226 -1.558 -5.998
H -5.683 -2.232 -3.096
H -4.641 -1.390 -4.144
H -2.986 -3.114 -3.086
H -3.031 -4.734 -3.625
H -4.213 -4.054 -2.469
H -3.845 -4.331 -6.285
H -2.830 -3.053 -5.653
H -4.226 -2.623 -6.539
H -6.346 -5.331 -7.066
H -6.416 -3.591 -7.160
H -7.917 -4.610 -7.034
C -5.732 6.898 -0.573
C -4.272 7.220 -0.875
N -3.279 6.130 -0.445
C -3.756 5.462 0.885
C -3.206 5.149 -1.625
C -2.632 3.765 -1.350
C -1.832 6.793 -0.361
C -1.559 7.320 1.035
O -2.659 8.194 1.387
C -2.326 9.098 2.461
H -6.148 5.990 -1.016
H -6.236 7.682 -1.121
H -6.106 6.880 0.440
H -3.963 8.120 -0.381
H -4.189 7.248 -1.948
H -3.073 4.641 1.197
H -4.682 4.981 0.580
H -3.804 6.228 1.642
H -2.655 5.738 -2.352
H -4.194 5.031 -2.027
H -3.149 3.170 -0.588
H -1.594 3.757 -1.022
H -2.799 3.138 -2.224
H -1.872 7.628 -1.047
H -1.195 5.991 -0.745
H -0.602 7.846 0.995
H -1.460 6.488 1.723
H -1.842 9.968 2.029
H -1.642 8.689 3.196
H -3.254 9.451 2.870
C 6.476 -3.137 -3.270
C 4.982 -3.440 -3.232
N 4.141 -2.124 -3.354
C 4.660 -1.057 -2.418
C 4.200 -1.693 -4.839
C 3.259 -0.489 -5.242
C 2.731 -2.401 -2.773
C 1.942 -3.501 -3.418
O 1.631 -3.332 -4.733
C 0.351 -2.844 -5.191
H 6.795 -2.515 -4.115
H 6.984 -4.113 -3.257
H 6.870 -2.646 -2.379
H 4.655 -3.903 -2.316
H 4.751 -4.046 -4.122
H 4.856 -1.408 -1.396
H 3.965 -0.247 -2.486
H 5.608 -0.711 -2.806
H 3.922 -2.543 -5.467
H 5.232 -1.458 -5.038
H 3.435 0.413 -4.665
H 2.225 -0.862 -5.235
H 3.469 -0.235 -6.302
H 2.239 -1.438 -2.947
H 2.865 -2.652 -1.719
H 1.022 -3.731 -2.867
H 2.455 -4.472 -3.435
H -0.460 -3.566 -4.908
H 0.409 -2.771 -6.303
H 0.181 -1.852 -4.764
N -0.073 0.147 -0.196
S 0.995 1.341 -0.015
O 2.085 0.745 0.758
O 0.461 2.597 0.604
F 1.290 1.606 -1.380
S -1.367 -0.709 -0.542
O -2.541 0.072 -0.974
O -1.520 -1.859 0.355
F -0.719 -1.376 -1.837
N 7.031 2.330 -1.713
S 7.687 0.898 -1.217
O 6.771 -0.162 -0.976
O 8.626 1.118 -0.145
F 8.301 0.644 -2.560
S 5.450 2.257 -1.755
O 4.893 3.596 -1.817
O 4.761 1.358 -0.845
F 5.351 1.550 -3.179
```